# 1
Computed, not measured: C4H4Br12 as an isolated structure at a distorted geometry, with wB97M-V/def2-TZVPD.

Results
- 2S+1: 2
- Electronic energy: -844721.7224 eV
- ΔE to the lowest compared entry with this formula, charge and spin: 0.00 kJ/mol
- HOMO level (spin up / spin down): -1.5 / -5.7 eV
- Total charge: -1
- LUMO (spin up / spin down): 0.98 / 0.98 eV

Geometry (Å):
Br1 6.361 -1.794 -1.613
C1 0.608 -0.549 -0.522
C2 -2.819 2.339 0.183
Br2 4.858 1.047 -1.051
Br3 2.182 -1.633 -0.898
Br4 -1.092 -1.592 -0.447
H1 -2.870 -1.098 1.606
H2 -2.011 1.978 -0.453
H3 0.876 -0.136 0.450
Br5 -4.257 0.896 0.252
Br6 -4.561 -0.469 3.348
Br7 -3.322 -3.462 2.416
C3 5.264 -0.286 -2.401
Br8 -1.420 -1.071 3.640
Br9 0.340 0.863 -1.877
Br10 -1.972 2.528 1.992
H4 4.303 -0.727 -2.665
C4 -3.050 -1.490 2.607
Br11 5.929 0.527 -4.069
Br12 -3.347 4.127 -0.496

# 2
Computed, not measured: an isolated ion of composition C5H10N and charge +1 at a distorted geometry, with wB97M-V/def2-TZVPD.

Results
- 2S+1: 1
- Electronic energy: -6828.2823 eV
- SMILES: C=CC([NH3+])C=C
- ΔE to the lowest compared entry with this formula, charge and spin: 185.22 kJ/mol
- HOMO level: -14.1 eV
- Total charge: +1
- LUMO: -3.72 eV

Geometry (Å):
H1 -1.736 1.037 1.598
H2 -1.013 -1.858 0.448
H3 1.123 0.101 -1.715
H4 -0.256 -1.992 -0.764
H5 0.647 -2.165 0.550
N1 -0.092 -1.576 0.118
C1 1.191 0.312 -0.721
H6 2.340 1.483 0.624
H7 -1.369 0.380 -1.270
C2 0.036 -0.163 0.165
C3 -2.075 0.891 0.650
C4 2.197 1.085 -0.308
H8 0.235 0.108 1.232
C5 -1.219 0.478 -0.235
H9 -3.094 1.193 0.235
H10 2.976 1.413 -1.023

# 3
Computed, not measured: C3H3O2 as an isolated structure at a distorted geometry, with wB97M-V/def2-TZVPD.

Results
- 2S+1: 1
- Electronic energy: -7240.5397 eV
- ΔE to the lowest compared entry with this formula, charge and spin: 492.57 kJ/mol
- HOMO level (spin up / spin down): -17.6 / -17.6 eV
- Total charge: +1
- LUMO (spin up / spin down): -7.15 / -7.15 eV

Geometry (Å):
H1 0.563 1.159 -1.983
H2 -1.037 -0.685 1.703
O1 1.628 0.372 0.135
O2 0.987 -0.160 1.234
H3 -1.542 -0.607 -0.569
C1 -0.237 -0.383 0.988
C2 -0.630 -0.181 -0.367
C3 0.267 0.486 -1.142

# 4
Computed, not measured: C33H34IrN5O6S2 as an isolated structure, with wB97M-V/def2-TZVPD.

Results
- 2S+1: 6
- Electronic energy: -79004.5614 eV
- HOMO level (spin up / spin down): -8.6 / -11.1 eV
- Total charge: +1
- LUMO (spin up / spin down): -3.70 / -4.75 eV

Geometry (Å):
H1 -0.617 0.392 -7.914
C1 0.527 0.981 -4.075
H2 3.532 1.443 3.040
H3 -2.430 -0.370 4.855
H4 -2.636 -3.833 1.220
H5 1.756 2.560 3.681
O1 -4.678 -1.133 -1.712
H6 4.729 0.636 1.420
C2 -1.018 -2.175 2.161
C3 -1.059 3.590 -0.481
C4 -0.788 1.130 5.061
C5 -0.345 -1.011 2.835
H7 1.914 1.890 -0.319
C6 -0.012 -2.517 -2.845
C7 1.021 2.262 -3.687
O2 1.285 -1.082 1.128
H8 -1.940 1.318 6.880
H9 -0.086 -1.290 -7.868
N1 -0.132 -2.492 -1.579
O3 -2.370 -0.598 -2.375
H10 -1.743 -0.879 -7.436
C8 -1.180 1.337 2.645
C9 -1.042 1.321 0.050
C10 0.111 0.832 -5.415
H11 -1.066 2.099 -2.023
H12 1.072 1.132 6.383
H13 -0.925 -5.169 0.338
C11 -0.706 -0.545 -7.367
C12 -1.129 1.860 1.329
N2 1.955 2.528 -2.843
C13 0.724 -0.683 5.295
H14 2.568 -0.390 -0.243
C14 0.891 -0.457 2.102
C15 0.371 -0.086 -3.162
C16 -1.683 1.918 6.005
C17 2.899 1.593 -2.216
H15 2.136 3.510 -2.674
C18 -1.202 -4.350 -0.327
H16 3.590 2.463 -0.362
C19 2.918 1.667 -0.691
H17 -2.828 -2.905 -0.260
C20 1.610 0.740 2.592
H18 -1.182 2.825 6.351
C21 1.069 1.772 3.390
H19 0.167 -3.472 -3.347
C22 -0.294 -0.378 -5.927
H20 -1.412 -2.946 2.829
C23 -0.363 -1.212 4.405
C24 -0.002 -1.335 -3.700
C25 -0.383 1.962 3.783
H21 -0.646 -2.227 4.679
C26 2.981 0.857 2.311
H22 -1.763 -4.778 -1.159
C27 0.094 -3.727 -0.829
C28 -1.449 -0.125 4.449
N3 3.756 0.418 1.286
H23 -2.609 2.212 5.507
H24 0.156 1.695 -6.072
C29 -1.034 2.321 -0.965
N4 -1.282 -2.239 0.935
S1 -1.086 3.598 1.223
H25 3.880 1.853 -2.616
Ir1 -0.986 -0.572 -0.693
C30 0.451 0.546 5.714
S2 -3.601 -0.217 -1.519
H26 0.636 -4.447 -1.446
H27 2.656 0.590 -2.550
N5 -1.453 0.013 2.977
H28 -0.561 -2.447 -5.422
O4 0.546 0.124 -1.878
H29 0.728 -3.459 0.015
C31 3.376 0.319 -0.119
H30 4.253 -0.057 -0.650
H31 -1.096 4.520 -1.029
H32 -0.568 3.026 3.943
O5 -3.864 1.186 -1.637
C32 -0.289 -1.465 -5.046
O6 -2.936 -0.503 -0.113
H33 1.604 -1.260 5.552
C33 -2.092 -3.341 0.412
H34 0.606 3.133 -4.191

# 5
Computed, not measured: CClF2O2S as an isolated structure at a distorted geometry, with wB97M-V/def2-TZVPD.

Results
- 2S+1: 1
- Electronic energy: -33924.2590 eV
- ΔE to the lowest compared entry with this formula, charge and spin: 181.44 kJ/mol
- HOMO level (spin up / spin down): -3.2 / -3.2 eV
- Total charge: -1
- LUMO (spin up / spin down): 3.26 / 3.26 eV

Geometry (Å):
O1 -2.211 1.280 1.684
Cl1 -0.444 -1.115 0.217
C1 0.843 -1.532 -1.092
F1 0.710 -0.559 -1.992
F2 2.181 -1.405 -0.544
S1 -1.188 1.388 0.650
O2 0.110 1.942 1.077

# 6
Computed, not measured: one molecule with the formula C6H8OS at a distorted geometry, with wB97M-V/def2-TZVPD.

Results
- 2S+1: 1
- Electronic energy: -19230.8956 eV
- SMILES: OC(=S)C1CC=CC1
- ΔE to the lowest compared entry with this formula, charge and spin: 324.99 kJ/mol
- HOMO level: -8.7 eV
- Total charge: 0
- LUMO: 0.09 eV

Geometry (Å):
H1 -0.297 -1.477 -1.061
H2 0.592 1.411 1.336
H3 2.733 -1.069 -0.774
C1 0.366 0.296 1.120
S1 -2.479 -1.433 0.221
C2 -0.460 0.433 -0.290
H4 -1.973 1.940 0.154
O1 -2.476 1.142 -0.177
C3 1.576 -0.494 0.778
C4 1.715 -0.739 -0.530
H5 2.211 -0.787 1.503
H6 0.490 0.064 -2.239
C5 0.436 -0.486 -1.203
H7 -0.284 -0.213 2.072
C6 -1.781 0.032 -0.232
H8 -0.370 1.381 -0.679

# 7
Computed, not measured: a 2-piece molecular cluster, C4H11NO3 overall at a distorted geometry, with wB97M-V/def2-TZVPD.

Results
- 2S+1: 1
- Electronic energy: -11958.6492 eV
- SMILES: NCCCC(=O)O.O
- ΔE to the lowest compared entry with this formula, charge and spin: 140.90 kJ/mol
- HOMO level: -9.1 eV
- Total charge: 0
- LUMO: 0.48 eV

Geometry (Å):
H1 -1.149 0.238 -0.364
H2 1.269 1.669 0.847
C1 1.387 0.390 -0.915
H3 -1.554 -1.754 -0.027
C2 -0.560 -0.179 1.592
H4 0.594 2.264 -0.658
H5 0.065 -0.704 -2.039
O1 -0.929 -1.372 1.525
O2 -0.003 0.336 2.717
H6 -1.246 1.775 0.979
H7 1.513 -0.535 -0.231
H8 -1.352 -3.154 -0.659
H9 2.423 0.805 -1.049
H10 0.601 0.785 -2.733
H11 -0.075 -0.428 3.427
N1 0.850 -0.055 -2.103
C3 -0.757 0.847 0.520
C4 0.624 1.372 0.006
O3 -1.699 -2.298 -0.836